Run w
Entry from the Open Molecules 2025 dataset: a cluster of 2 separate species, C9H15N4 in total (the ωB97M-V functional and the def2-TZVPD basis).

Each line ends with the natural charge from an NBO analysis.
CARTESIAN COORDINATES (ANGSTROEM)
C (-2.99, -0.70, -0.86)  -0.150
C (-3.64, -0.18, 0.25)  -0.229
C (-1.65, -0.73, -0.93)  -0.303
C (-2.86, 0.25, 1.26)  0.059
C (-0.95, -0.31, 0.21)  0.347
C (2.64, -0.06, 1.11)  -0.418
C (2.51, -1.40, 0.34)  -0.426
C (1.15, 0.39, 1.15)  -0.249
C (1.26, -1.24, -0.59)  -0.239
N (-1.57, 0.09, 1.28)  -0.437
N (0.78, 2.48, -1.09)  -0.510
N (0.42, 1.25, -1.46)  -0.192
N (0.46, -0.12, 0.00)  -0.246
H (-3.51, -0.97, -1.74)  0.233
H (-4.78, -0.14, 0.42)  0.252
H (-1.14, -1.02, -1.86)  0.238
H (-3.38, 0.69, 2.09)  0.210
H (3.10, -0.27, 2.08)  0.247
H (3.25, 0.66, 0.61)  0.212
H (3.47, -1.73, -0.31)  0.251
H (2.33, -2.25, 1.07)  0.229
H (0.68, -0.21, 2.05)  0.252
H (1.04, 1.44, 1.25)  0.233
H (1.59, -0.85, -1.68)  0.241
H (0.60, -2.11, -0.69)  0.236
H (0.08, 3.18, -0.98)  0.393
H (1.67, 2.76, -1.39)  0.402
H (-0.54, 1.10, -1.61)  0.365

Its spin multiplicity is 1. The HOMO energy (alpha / beta) comes out at -12.87 / -12.87 eV. As for the net charge: +1.

Run x
Entry from the Open Molecules 2025 dataset: the ion C9H15N4 with charge +1 (the ωB97M-V functional and the def2-TZVPD basis).

Each line ends with the natural charge from an NBO analysis.
CARTESIAN COORDINATES (ANGSTROEM)
H (1.86, 0.15, -2.24)  0.332
N (2.44, -0.15, -1.46)  -0.717
C (1.93, -0.15, -0.29)  0.567
N (2.68, -0.65, 0.75)  -0.834
N (0.58, 0.24, 0.04)  -0.310
C (-0.23, -0.53, 0.91)  0.062
C (-0.03, -1.89, 1.10)  -0.228
C (-0.84, -2.70, 2.06)  -0.166
C (-1.78, -2.01, 2.83)  -0.193
C (-1.85, -0.62, 2.67)  -0.162
C (-1.09, 0.06, 1.76)  -0.263
N (-0.25, 1.13, -0.90)  -0.187
C (-1.05, 0.24, -1.93)  -0.395
C (0.53, 2.22, -1.45)  -0.411
H (3.67, -0.90, 0.55)  0.440
H (2.27, -1.05, 1.65)  0.424
H (0.66, -2.38, 0.47)  0.228
H (-0.55, -3.72, 2.18)  0.237
H (-2.23, -2.63, 3.64)  0.246
H (-2.41, -0.08, 3.39)  0.229
H (-1.24, 1.11, 1.86)  0.217
H (-0.97, 1.49, -0.24)  0.448
H (-1.39, -0.61, -1.34)  0.248
H (-1.83, 0.89, -2.30)  0.234
H (-0.31, -0.06, -2.74)  0.238
H (0.99, 1.85, -2.36)  0.231
H (-0.10, 3.04, -1.48)  0.234
H (1.34, 2.41, -0.86)  0.250

Its spin multiplicity is 1. The HOMO energy comes out at -12.73 eV. As for the net charge: +1. Its SMILES is [H]/N=C(/N)N(c1ccccc1)[NH+](C)C.

run x is the most stable structure shown above.